11
Properties=species:S:1:pos:R:3:forces:R:3:nbo_charge:R:1 method="wB97M-V/def2-TZVPD" e_above_lowest_kcal_mol=97.0 energy_ha=-463.87972 multiplicity=1 e_lumo_ev=-0.845
O 2.572 -0.239 -0.519 4.02 3.33 1.45 -0.553
N 1.697 0.649 0.095 -0.49 -2.48 -0.41 -0.050
C 0.571 0.076 -0.044 -2.82 2.17 -0.80 0.342
N 0.211 -0.886 -0.962 -2.66 -1.14 -1.87 -0.304
N -1.049 -0.741 -1.259 2.50 -1.35 0.14 0.053
N -1.554 0.329 -0.545 -3.91 -2.61 -3.93 -0.258
N -0.702 0.650 0.302 7.05 4.87 5.53 -0.038
O -1.091 0.142 1.542 2.51 3.22 5.00 -0.579
H 2.189 -0.981 -0.901 -1.91 -2.10 -1.08 0.475
H -2.344 0.094 0.047 -1.28 -0.23 -1.10 0.408
H -0.500 0.908 2.243 -3.00 -3.69 -2.92 0.504